Entry 1:
The following is a DFT calculation (wB97M-V/def2-TZVPD) of a cluster of 2 separate species, C4H3NO2 in total.

Each line ends with the natural charge from an NBO analysis.
Atoms and positions in Å:
C 0.256 -0.178 -1.448  -0.6777
C -1.106 1.675 1.522  0.2633
C 1.563 -0.115 -1.462  0.8135
C -0.489 -0.789 -0.356  0.4234
N -0.691 0.960 2.333  -0.7153
O 2.713 -0.079 -1.442  -0.3995
O -0.035 -1.325 0.623  -0.5640
H -1.576 -0.709 -0.510  0.1255
H -0.304 0.244 -2.265  0.2767
H -0.330 0.316 3.004  0.4542

Calculated values
**LUMO**: 0.489 eV
**2S+1**: 1
**HOMO energy**: -10.00 eV
**Relative energy (zero: lowest compared OMol25 entry of this formula, charge and spin)**: 250.87 kJ/mol
**Net charge**: 0
**Frontier orbital gap**: 10.486 eV

Entry 2:
The following is a DFT calculation (wB97M-V/def2-TZVPD) of the molecule C4H3NO2.

Each line ends with the natural charge from an NBO analysis.
Atoms and positions in Å:
O -1.227 -2.730 0.521  -0.4142
C -0.738 -1.684 0.659  0.6688
C -0.104 -0.542 0.983  0.0616
N -0.840 0.686 0.910  -0.3757
C -0.262 1.313 -0.040  0.0726
C 0.780 0.433 -0.696  -0.1460
O 1.149 -0.402 0.389  -0.4656
H -0.596 2.286 -0.390  0.2042
H 0.196 -0.223 -1.376  0.1790
H 1.645 0.867 -1.196  0.2153

Calculated values
**LUMO**: 0.415 eV
**2S+1**: 1
**HOMO energy**: -8.74 eV
**SMILES**: O=C=C1N=CCO1
**Relative energy (zero: lowest compared OMol25 entry of this formula, charge and spin)**: 303.71 kJ/mol
**Net charge**: 0
**Frontier orbital gap**: 9.155 eV

Entry 3:
The following is a DFT calculation (wB97M-V/def2-TZVPD) of a cluster of 2 separate species, C4H3NO2 in total.

Each line ends with the natural charge from an NBO analysis.
Atoms and positions in Å:
C -1.940 -0.581 -0.056  0.1108
C 0.624 -1.011 -0.002  -0.3965
C 1.687 0.089 -0.011  0.5362
C -0.635 -0.713 -0.200  0.0341
N -3.054 -0.214 0.069  -0.1981
O 2.824 0.013 0.062  -0.3866
O -0.125 1.877 0.136  -0.8720
H 1.198 -1.929 -0.320  0.2969
H 0.391 1.103 0.220  0.4096
H -0.969 1.366 0.103  0.4657

Calculated values
**LUMO (alpha / beta)**: -1.778 / -2.450 eV
**2S+1**: 1
**HOMO energy (alpha / beta)**: -9.86 / -8.87 eV
**Relative energy (zero: lowest compared OMol25 entry of this formula, charge and spin)**: 599.31 kJ/mol
**Net charge**: 0
**Frontier orbital gap (alpha / beta)**: 8.087 / 6.420 eV